[1]
{
  "formula": "CH16O7",
  "method": "wB97M-V/def2-TZVPD",
  "lumo_energy_ev": -0.37,
  "charge": 0,
  "smiles": "CO.O.O.O.O.O.O",
  "gap_ev": 9.83,
  "elements": ["C", "O", "H", "H", "H", "H", "O", "H", "H", "O", "H", "H", "O", "H", "H", "O", "H", "H", "O", "H", "H", "O", "H", "H"],
  "coordinates": [[-1.436, -2.258, 0.479], [-1.597, -2.163, 1.915], [-2.248, -1.736, -0.020], [-0.500, -1.775, 0.193], [-1.375, -3.333, 0.315], [-0.756, -2.361, 2.336], [2.111, 1.121, -2.721], [1.852, 0.263, -3.077], [2.441, 1.609, -3.482], [-2.161, 0.681, 2.045], [-1.966, 0.966, 1.136], [-2.287, -0.280, 1.996], [2.461, -1.705, 0.716], [2.478, -2.045, -0.182], [1.986, -0.861, 0.649], [1.572, 2.888, 1.096], [1.898, 3.410, 0.358], [1.488, 1.983, 0.742], [1.030, 0.511, -0.240], [1.235, 0.808, -1.143], [0.072, 0.612, -0.153], [-1.914, 1.199, -0.642], [-2.542, 1.871, -0.930], [-1.846, 0.593, -1.387]]
}

---

[2]
{
  "formula": "CH17O10V",
  "method": "wB97M-V/def2-TZVPD",
  "lumo_energy_ev": -0.42,
  "charge": 0,
  "gap_ev": 7.59,
  "elements": ["O", "V", "O", "C", "O", "H", "H", "H", "O", "H", "H", "O", "H", "H", "O", "H", "H", "O", "H", "H", "O", "H", "H", "O", "H", "H", "O", "H", "H"],
  "coordinates": [[0.316, -1.586, -0.325], [-0.281, -0.112, -0.017], [0.862, 0.838, 0.635], [-0.770, -1.013, 3.130], [-1.332, -0.389, 2.047], [0.213, -1.406, 2.870], [-0.661, -0.207, 3.855], [-1.395, -1.775, 3.597], [1.774, 3.597, 0.846], [2.419, 4.192, 0.465], [2.267, 2.800, 1.039], [0.366, -1.873, -3.879], [0.826, -2.100, -3.071], [0.901, -2.253, -4.575], [0.287, 0.484, -2.250], [-0.362, 0.463, -2.952], [1.114, 0.674, -2.693], [3.254, -3.073, -0.525], [2.847, -2.575, 0.184], [3.116, -3.989, -0.284], [-2.246, -1.088, -1.065], [-2.204, -1.810, -1.692], [-3.127, -0.730, -1.169], [-1.382, 2.450, 2.570], [-0.524, 2.639, 2.950], [-1.316, 1.544, 2.268], [-1.475, 1.762, -0.572], [-2.404, 1.905, -0.754], [-1.082, 2.632, -0.632]]
}

---

[3]
{
  "formula": "CH18BeO8",
  "method": "wB97M-V/def2-TZVPD",
  "lumo_energy_ev": -13.61,
  "charge": 2,
  "gap_ev": 3.00,
  "elements": ["Be", "O", "H", "H", "O", "H", "H", "O", "H", "H", "O", "H", "H", "O", "H", "H", "O", "H", "H", "O", "H", "H", "C", "O", "H", "H", "H", "H"],
  "coordinates": [[0.513, -0.460, 0.258], [1.354, -4.389, 0.152], [1.319, -4.998, 0.890], [1.479, -4.948, -0.614], [4.151, -0.982, -1.398], [4.979, -1.389, -1.141], [4.176, -0.970, -2.355], [-0.618, -1.759, -3.209], [0.033, -1.922, -3.892], [-1.397, -1.471, -3.684], [3.018, -0.176, 3.280], [3.493, -0.967, 3.533], [3.569, 0.544, 3.588], [0.929, 2.297, -2.600], [0.479, 2.398, -3.438], [1.514, 3.053, -2.549], [-1.488, -1.904, 3.156], [-1.263, -2.097, 4.066], [-2.437, -1.781, 3.164], [0.300, 3.058, 2.166], [0.163, 2.917, 3.103], [0.003, 3.955, 2.012], [-4.026, 2.250, -0.999], [-3.636, 1.081, -0.255], [-4.760, 1.987, -1.761], [-4.492, 3.047, -0.419], [-3.174, 2.582, -1.592], [-4.181, 1.045, 0.535]]
}

---

[4]
{
  "formula": "CH18MnO12",
  "method": "wB97M-V/def2-TZVPD",
  "lumo_energy_ev": [-4.72, -4.74],
  "s_squared": 8.7546,
  "charge": 0,
  "spin_multiplicity": 6,
  "gap_ev": [5.88, 5.86],
  "elements": ["Mn", "C", "O", "O", "O", "O", "H", "H", "O", "H", "H", "O", "H", "H", "O", "H", "H", "O", "H", "H", "O", "H", "H", "O", "H", "H", "O", "H", "H", "O", "H", "H"],
  "coordinates": [[-0.935, 2.547, -1.799], [-0.284, 0.669, -0.347], [0.093, -0.144, 0.504], [-1.384, 1.235, -0.273], [0.439, 1.046, -1.286], [-2.420, -1.893, -1.778], [-1.834, -2.605, -1.522], [-2.357, -1.261, -1.062], [-1.262, 1.387, 2.608], [-0.551, 0.750, 2.539], [-1.661, 1.396, 1.738], [-4.449, 0.635, 0.738], [-4.565, 1.546, 1.007], [-3.522, 0.568, 0.509], [3.035, 1.213, -0.374], [2.130, 1.134, -0.674], [3.472, 0.437, -0.724], [-1.811, -2.070, 1.598], [-1.116, -1.506, 1.259], [-1.419, -2.943, 1.627], [2.030, 0.902, 2.614], [1.416, 1.079, 1.901], [2.894, 1.018, 2.220], [1.856, -1.525, -1.584], [1.564, -0.617, -1.508], [1.911, -1.836, -0.680], [1.700, -2.139, 1.042], [1.066, -1.479, 0.760], [1.406, -2.395, 1.916], [1.830, 1.476, -3.848], [1.574, 1.308, -2.941], [1.156, 2.069, -4.181]]
}

---

[5]
{
  "formula": "CH18O10",
  "method": "wB97M-V/def2-TZVPD",
  "lumo_energy_ev": 0.28,
  "charge": 0,
  "smiles": "O=CO.O.O.O.O.O.O.O.O",
  "gap_ev": 11.06,
  "elements": ["O", "C", "O", "H", "H", "H", "H", "O", "H", "H", "O", "H", "H", "O", "H", "H", "O", "H", "H", "O", "H", "H", "O", "H", "H", "O", "H", "H", "O"],
  "coordinates": [[1.403, 2.983, -0.112], [0.579, 2.636, -0.911], [0.848, 2.026, -2.061], [-0.466, 2.982, -0.837], [0.198, 2.181, -2.755], [-0.427, -1.747, -0.183], [-1.622, -2.488, 0.571], [-0.828, -1.964, 0.689], [-2.267, 0.095, 0.243], [-2.773, 1.074, 1.180], [-2.844, 0.873, 0.230], [1.134, 0.810, 0.796], [1.705, 1.317, 2.068], [1.204, 0.563, 1.727], [2.884, -2.207, -0.118], [2.910, -0.852, -0.198], [2.770, -1.556, -0.840], [0.250, -0.946, -2.310], [0.935, -2.123, -1.678], [0.048, -1.764, -1.842], [0.689, -2.441, 1.399], [1.836, -1.571, 1.945], [1.632, -2.469, 1.665], [-1.523, 0.321, 3.431], [-0.650, 0.346, 2.087], [-1.530, 0.420, 2.481], [-2.109, 1.283, -1.433], [-2.332, 1.086, -2.954], [-1.654, 1.134, -2.280]]
}

---

[6]
{
  "formula": "CH18O8",
  "method": "wB97M-V/def2-TZVPD",
  "lumo_energy_ev": -1.97,
  "charge": 0,
  "gap_ev": 7.64,
  "elements": ["O", "H", "H", "H", "C", "O", "H", "H", "H", "O", "H", "H", "O", "H", "H", "O", "H", "H", "O", "H", "H", "O", "H", "H", "O", "H", "H"],
  "coordinates": [[-0.359, 0.620, -2.859], [-0.259, 0.295, -1.967], [0.432, 1.377, -3.020], [0.067, -0.122, -3.521], [-0.288, 0.830, 0.103], [0.344, -0.340, -0.400], [-1.308, 0.859, -0.296], [0.167, 1.792, 0.062], [-0.631, 0.679, 1.235], [2.717, 1.283, -0.981], [2.121, 1.972, -1.370], [1.935, 0.774, -0.389], [2.295, 0.022, 1.684], [1.971, 0.692, 2.189], [1.524, -0.464, 1.331], [-2.583, -1.715, 0.383], [-1.659, -1.389, 0.100], [-2.638, -2.498, 0.078], [0.805, -2.967, -0.773], [1.695, -3.321, -1.111], [0.656, -2.143, -0.922], [0.004, -1.707, 2.901], [-0.605, -0.830, 2.651], [-0.493, -2.444, 2.770], [-2.019, 3.021, 1.104], [-1.616, 2.242, 0.608], [-2.273, 3.485, 0.416]]
}

---

[7]
{
  "formula": "CH19CuO12",
  "method": "wB97M-V/def2-TZVPD",
  "lumo_energy_ev": -0.49,
  "charge": 0,
  "gap_ev": 7.76,
  "elements": ["Cu", "C", "O", "O", "O", "H", "O", "H", "H", "O", "H", "H", "O", "H", "H", "O", "H", "H", "O", "H", "H", "O", "H", "H", "O", "H", "H", "O", "H", "H", "O", "H", "H"],
  "coordinates": [[0.760, -1.506, 2.208], [0.000, -0.451, 0.447], [1.248, -0.477, 0.493], [-0.541, 0.134, -0.689], [-0.718, -0.966, 1.374], [0.129, 0.399, -1.288], [1.818, -2.215, -1.342], [2.122, -3.069, -1.005], [1.534, -1.754, -0.534], [0.122, -1.575, 3.976], [0.058, -0.608, 3.924], [0.354, -1.765, 4.877], [-3.237, -0.932, 0.180], [-2.317, -0.993, 0.510], [-3.306, 0.017, 0.274], [-2.463, 1.264, 1.683], [-2.147, 1.723, 0.898], [-2.021, 0.418, 1.694], [-2.517, 0.059, -2.664], [-1.971, 0.040, -1.880], [-2.587, 0.964, -2.731], [2.851, -1.226, 2.733], [3.031, -0.325, 2.968], [3.404, -1.370, 1.930], [3.156, 1.597, 0.644], [2.900, 0.730, 0.395], [2.377, 2.089, 0.743], [0.428, 0.780, -3.159], [0.088, -0.017, -3.600], [1.231, 1.019, -3.648], [-1.678, 2.586, -3.183], [-1.230, 3.428, -3.125], [-0.881, 2.018, -3.097]]
}

---

[8]
{
  "formula": "CH19O9Sn",
  "method": "wB97M-V/def2-TZVPD",
  "lumo_energy_ev": -3.08,
  "charge": 1,
  "gap_ev": 7.26,
  "elements": ["Sn", "C", "O", "H", "H", "H", "O", "H", "H", "O", "H", "H", "O", "H", "H", "O", "H", "H", "O", "H", "H", "O", "H", "H", "O", "H", "H", "O", "H", "H"],
  "coordinates": [[-0.254, -0.165, -0.011], [3.261, -0.179, 0.190], [2.120, -0.834, -0.215], [3.971, -0.965, 0.542], [3.235, 0.582, 0.946], [3.585, 0.332, -0.686], [-1.144, -1.141, 2.206], [-1.857, -0.986, 2.848], [-0.425, -1.315, 2.869], [-1.230, 1.278, -2.053], [-1.913, 1.824, -1.689], [-0.527, 1.926, -2.318], [1.245, 2.232, -0.468], [1.287, 3.172, -0.343], [2.065, 1.806, -0.734], [-2.752, -0.598, -0.448], [-3.220, -1.378, -0.190], [-3.350, -0.132, -1.057], [-0.400, -2.753, -0.135], [-0.510, -2.698, -1.096], [-1.101, -3.335, 0.189], [-0.015, -1.466, -2.511], [0.824, -1.715, -2.843], [-0.459, -1.413, -3.336], [-1.794, 1.736, 0.878], [-1.765, 1.674, 1.852], [-2.640, 1.896, 0.570], [0.882, 0.734, 2.304], [1.673, 0.284, 2.648], [1.209, 1.600, 2.093]]
}

---

[9]
{
  "formula": "CH21O13",
  "method": "wB97M-V/def2-TZVPD",
  "lumo_energy_ev": 1.85,
  "charge": -1,
  "gap_ev": 8.67,
  "elements": ["C", "O", "O", "O", "H", "O", "H", "H", "O", "H", "H", "O", "H", "H", "O", "H", "H", "O", "H", "H", "O", "H", "H", "O", "H", "H", "O", "H", "H", "O", "H", "H", "O", "H", "H"],
  "coordinates": [[27.177, -35.637, 7.519], [27.216, -34.874, 6.494], [26.043, -36.463, 7.572], [27.928, -35.656, 8.497], [25.374, -36.412, 6.977], [27.266, -32.035, 6.355], [27.475, -32.886, 6.725], [26.918, -31.898, 5.420], [25.232, -34.306, 4.868], [25.935, -34.274, 5.540], [24.499, -34.469, 5.445], [29.790, -33.783, 8.221], [29.226, -34.402, 8.507], [30.538, -33.970, 8.582], [27.939, -36.900, 10.692], [27.950, -36.507, 9.855], [28.032, -36.231, 11.342], [22.964, -35.472, 6.095], [22.722, -36.347, 5.864], [22.408, -34.968, 6.706], [25.124, -39.361, 7.025], [24.268, -39.627, 6.703], [25.713, -38.824, 6.440], [30.011, -33.776, 5.487], [29.106, -33.813, 5.144], [29.872, -33.775, 6.424], [24.459, -38.094, 9.351], [24.636, -38.673, 8.617], [25.027, -37.387, 9.108], [25.497, -37.795, 4.689], [25.170, -38.698, 4.183], [25.223, -37.210, 3.997], [28.304, -36.783, 4.963], [27.395, -37.182, 4.570], [27.839, -36.030, 5.498]]
}

---

[10]
{
  "formula": "CH24FeO15",
  "method": "wB97M-V/def2-TZVPD",
  "lumo_energy_ev": [-0.96, -1.03],
  "s_squared": 6.0066,
  "charge": 0,
  "spin_multiplicity": 5,
  "gap_ev": [8.91, 8.99],
  "elements": ["Fe", "C", "O", "O", "O", "O", "H", "H", "O", "H", "H", "O", "H", "H", "O", "H", "H", "O", "H", "H", "O", "H", "H", "O", "H", "H", "O", "H", "H", "O", "H", "H", "O", "H", "H", "O", "H", "H", "O", "H", "H"],
  "coordinates": [[57.484, -0.952, -2.323], [55.815, 0.350, -3.707], [54.939, 0.971, -4.334], [56.851, 0.903, -3.148], [55.799, -0.948, -3.528], [55.097, 3.207, -6.201], [55.384, 2.695, -5.433], [54.149, 3.053, -6.244], [59.078, 2.064, -4.458], [59.121, 1.512, -5.243], [58.240, 1.822, -4.035], [52.914, -1.624, -3.212], [53.810, -1.267, -3.246], [52.566, -1.475, -4.096], [53.104, 2.533, -2.938], [52.190, 2.343, -3.166], [53.628, 1.868, -3.414], [56.674, -0.317, -0.498], [56.173, 0.529, -0.567], [56.751, -0.494, 0.444], [58.747, -1.802, -3.791], [58.311, -1.681, -4.667], [59.374, -2.519, -3.905], [56.759, 3.741, -2.419], [56.685, 2.867, -2.826], [55.871, 4.109, -2.457], [54.806, 1.685, -0.620], [55.049, 2.074, -1.471], [53.844, 1.661, -0.636], [55.099, -3.669, -4.877], [55.213, -2.917, -4.282], [55.067, -3.277, -5.754], [54.710, -0.024, -6.978], [54.689, 0.446, -6.125], [55.153, 0.599, -7.564], [57.021, -2.876, -1.615], [56.153, -2.949, -1.201], [57.501, -3.674, -1.369], [57.312, -1.311, -5.957], [56.890, -1.402, -6.817], [56.562, -1.185, -5.355]]
}

---

[11]
{
  "formula": "CH25O12",
  "method": "wB97M-V/def2-TZVPD",
  "lumo_energy_ev": 2.35,
  "charge": -1,
  "gap_ev": 6.54,
  "elements": ["C", "O", "H", "H", "H", "O", "H", "H", "O", "H", "H", "O", "H", "H", "O", "H", "H", "O", "H", "H", "O", "H", "H", "O", "H", "H", "O", "H", "H", "O", "H", "H", "O", "H", "H", "O", "H", "H"],
  "coordinates": [[0.081, 0.478, -0.283], [-0.392, 0.153, 1.046], [1.094, 0.880, -0.282], [0.125, -0.430, -0.885], [-0.610, 1.089, -0.864], [-1.065, 2.671, -1.716], [-1.985, 2.918, -1.616], [-0.932, 1.974, -1.073], [-0.834, -0.679, 3.191], [-1.538, -1.227, 2.846], [-0.557, -0.146, 2.446], [2.681, 0.443, -1.581], [2.907, 1.326, -1.874], [2.393, 0.557, -0.675], [1.089, -1.082, 1.913], [0.403, -0.691, 1.372], [1.681, -0.357, 2.111], [1.373, -2.491, -0.023], [0.765, -2.011, -0.585], [0.842, -2.768, 0.724], [-2.423, 0.348, 1.702], [-2.930, 0.931, 1.138], [-1.591, 0.231, 1.242], [0.918, -0.364, -3.300], [0.383, -1.056, -2.912], [1.581, -0.172, -2.637], [-0.336, -1.931, -2.008], [-1.076, -1.350, -2.186], [-0.430, -2.641, -2.644], [1.458, 1.315, 1.802], [2.007, 1.948, 1.339], [0.941, 0.896, 1.113], [-1.027, 2.588, 0.846], [-0.810, 1.658, 0.904], [-1.108, 2.873, 1.756], [-0.872, -2.297, 0.010], [-1.281, -1.608, 0.534], [-0.923, -1.975, -0.890]]
}

---

[12]
{
  "formula": "CH26BaO16",
  "method": "wB97M-V/def2-TZVPD",
  "lumo_energy_ev": -3.20,
  "charge": 0,
  "gap_ev": 2.71,
  "elements": ["Ba", "C", "O", "O", "O", "O", "H", "H", "O", "H", "H", "O", "H", "H", "O", "H", "H", "O", "H", "H", "O", "H", "H", "O", "H", "H", "O", "H", "H", "O", "H", "H", "O", "H", "H", "O", "H", "H", "O", "H", "H", "O", "H", "H"],
  "coordinates": [[-0.961, 1.153, 5.109], [0.121, 0.036, 0.318], [0.475, 0.103, -0.843], [0.636, -0.763, 1.104], [-0.764, 0.795, 0.783], [-3.996, 0.173, -2.675], [-3.101, 0.061, -2.353], [-4.154, -0.600, -3.218], [-4.736, 3.657, 0.152], [-4.451, 2.869, -0.310], [-4.013, 4.275, 0.041], [5.192, -0.436, 2.272], [4.600, -1.176, 2.411], [5.250, -0.351, 1.321], [-0.773, -1.123, -5.161], [-0.041, -0.951, -5.754], [-0.501, -0.740, -4.327], [-1.154, 4.888, -0.768], [-1.150, 4.010, -0.387], [-0.929, 4.751, -1.689], [0.047, 4.964, 3.152], [0.006, 4.909, 2.198], [0.927, 5.290, 3.337], [2.445, 3.361, -3.182], [3.127, 3.685, -2.593], [2.138, 2.553, -2.772], [-5.592, -0.348, 0.977], [-5.619, 0.598, 1.122], [-5.512, -0.443, 0.028], [4.773, -0.065, -1.873], [4.768, -0.563, -2.690], [3.852, 0.132, -1.705], [-2.647, -3.890, 1.233], [-1.820, -3.407, 1.236], [-3.315, -3.220, 1.090], [1.196, -2.748, 5.492], [1.438, -2.875, 4.574], [2.030, -2.746, 5.961], [0.818, -4.004, -2.011], [0.868, -3.059, -1.866], [-0.115, -4.208, -1.942], [3.630, -4.792, 1.780], [3.005, -4.307, 1.243], [4.001, -5.445, 1.187]]
}

---

Number 1: F_max 1.7 eV Å⁻¹. Number 2: F_max 4.3 eV Å⁻¹. Number 3: F_max 1.1 eV Å⁻¹. Number 4: F_max 6.1 eV Å⁻¹. Number 5: F_max 2.2 eV Å⁻¹. Number 6: F_max 10.7 eV Å⁻¹. Number 7: F_max 5.0 eV Å⁻¹. Number 8: F_max 3.5 eV Å⁻¹. Number 9: F_max 8.5 eV Å⁻¹. Number 10: F_max 1.0 eV Å⁻¹. Number 11: F_max 8.8 eV Å⁻¹. Number 12: F_max 3.8 eV Å⁻¹.